Entry 1:
C11H26N3O4 | ωB97M-V/def2-TZVPD

ORCA input file:
```
! RIJCOSX wB97M-V def2-TZVPD def2/J DEFGRID3
* xyz 1 1
N 0.06910 0.02632 -0.21596
O 3.13513 1.65120 -0.89713
C 4.49816 1.29993 -0.61977
N 2.08228 0.43554 2.14183
H -3.91089 -3.62648 0.22747
N -3.45186 2.95645 0.72834
H -0.32004 2.02961 0.44069
H 2.44176 -0.46864 1.85331
H -3.04066 -1.83724 1.77800
C 0.98650 0.61430 -1.22903
C 2.20706 0.81138 -0.34138
O -4.43649 2.39305 1.15160
C 1.57459 1.25727 1.02039
C 4.99646 0.14099 -1.49390
H -4.10459 3.39360 -1.21020
H -3.16888 -1.62086 -0.76744
H 4.96025 -0.78404 -0.92907
H 0.63941 -0.70169 0.24400
C -2.61668 -2.83208 1.69548
C -3.24318 2.92326 -0.74671
H 4.57802 1.01074 0.42264
H -2.64570 -2.93999 -1.78784
H 6.01695 0.31568 -1.79348
H -0.55112 0.85533 1.69006
H -0.50368 -2.21447 -1.63146
H -3.07530 -3.45787 2.44904
H 0.58568 1.60302 -1.42700
H 1.81817 2.27158 1.29650
H 1.38333 0.28289 2.85742
O -2.61900 3.53880 1.40221
C 0.04297 1.07919 0.81714
H -2.33296 -4.37117 0.20036
C -2.49620 -2.47403 -0.82285
H 5.11789 2.16283 -0.79639
C -2.84951 -3.42328 0.31486
C -1.07344 -1.94027 -0.74883
H 1.08019 0.11449 -2.18180
O -1.14538 -0.51214 -0.60934
H -3.17061 1.87941 -1.04017
H -2.33245 3.46417 -0.97743
H 4.36545 0.01955 -2.36667
H -1.55542 -2.76140 1.92244
H -0.57218 -2.38910 0.10824
H 2.63690 -0.17584 -0.12820
*
```

Properties
Energy in a.u.: -899.511172
HOMO-LUMO gap in eV: 10.6
Energy above the lowest of the compared OMol25 structures with the same formula, charge and spin in eV: 3.8815
LUMO energy in eV: -2.812


Entry 2:
C23H33N3O3S | ωB97M-V/def2-TZVPD

ORCA input file:
```
! RIJCOSX wB97M-V def2-TZVPD def2/J DEFGRID3
* xyz 0 1
C 0.33312 -2.18002 -3.95776
H 0.97591 3.04023 -1.39822
H -1.18953 1.77341 1.98120
C -1.97893 0.05862 -0.67769
H 2.73669 3.28237 -1.19812
H 0.36413 -2.85464 -5.97321
H -5.16946 0.09091 1.80612
H 0.52636 1.66304 5.23734
O 4.37470 1.39870 -1.23907
H -0.68411 -0.33327 2.40296
C -3.82208 -0.71166 3.27914
C 0.15451 1.40496 4.24238
H 1.29004 2.95956 3.28048
H 4.24926 -1.15602 -1.46173
H 0.53518 -0.17304 0.27847
C -3.31091 -2.18646 0.25200
H -4.52837 -0.63611 4.10242
S 3.64260 -0.91126 -3.73813
C 3.35753 0.78677 -1.50737
N 0.17055 -0.42000 -2.61222
C -1.70625 -1.19185 -1.23428
C 0.66049 -3.19951 -4.98235
C -0.72878 -1.30974 -2.29279
C -0.29205 2.39156 1.92617
C 0.93601 0.36771 1.14830
N 2.12839 1.33332 -1.50017
H -0.32125 3.44597 3.80508
O 3.54533 -2.36057 -3.92760
H 1.98659 -0.38841 -5.38723
N 0.61916 1.77989 0.99071
C 3.38332 -0.67200 -1.91285
C -3.59164 -0.94457 0.80967
H 1.57330 3.63241 0.92521
H 1.99322 0.49430 3.58936
C -2.38733 -2.31408 -0.76613
H 1.31256 0.75798 -1.70339
H 0.71423 -1.38697 2.30079
H -1.45346 0.92623 -1.04295
C 0.40663 -0.34208 2.39578
H -5.23380 -1.67016 1.96610
C 0.24968 2.63488 3.34663
C 1.98243 -0.23800 -4.30874
C 1.88610 2.64289 -0.94686
H 0.13340 -4.12218 -4.75704
C 1.73524 2.60698 0.58718
C 0.85602 -0.94484 -3.67733
H 2.02728 0.24495 1.13295
H -0.58658 3.35275 1.49181
H 1.97821 0.82099 -4.06800
C -4.56484 -0.80814 1.94441
O -0.67262 -2.40407 -3.07647
H -3.20228 -1.59248 3.43277
H 2.47516 -1.20427 -1.63955
H 2.68858 2.25585 1.00880
H -3.82660 -3.06303 0.61719
H -0.89505 1.11712 4.34969
H 1.73297 -3.38168 -4.98308
H -2.18007 -3.28104 -1.19929
H -3.14370 1.14641 0.73538
C -2.91870 0.17279 0.32453
H 0.90824 -0.57967 4.46872
C 0.94569 0.21156 3.71561
H -3.18038 0.16669 3.29425
*
```

Properties
Energy in a.u.: -1684.408365
HOMO-LUMO gap in eV: 8.4
Energy above the lowest of the compared OMol25 structures with the same formula, charge and spin in eV: 2.0918
LUMO energy in eV: 0.382


Entry 3:
C8H11ClN2O3S | ωB97M-V/def2-TZVPD

ORCA input file:
```
! RIJCOSX wB97M-V def2-TZVPD def2/J DEFGRID3
* xyz 0 1
O 0.43465 -0.55337 -2.78501
N 0.61371 0.63338 -0.29028
H 1.07000 -3.20694 -1.29204
Cl -1.74476 0.03656 4.30531
C -1.07632 0.85835 1.54948
H -2.06308 3.68455 0.10791
C -0.38510 2.75635 -0.74825
H 2.25963 -0.53977 1.11725
H 0.85855 -1.63046 1.13084
C -1.87949 1.70512 0.91029
O -1.02446 -1.68801 2.21626
H 2.33003 -2.06061 0.22566
C 0.99116 -1.13370 -1.87650
O -3.22866 -0.61844 2.00026
C 1.51713 -2.53946 -2.02487
H -0.19077 3.62320 -1.36362
C -1.43557 2.80343 0.10098
H -0.02760 0.95084 1.72538
H 1.26202 -2.89171 -3.02253
H 2.60015 -2.55800 -1.91784
N 1.17190 -0.54243 -0.64365
C 0.36696 1.58831 -1.10780
H 0.68817 1.55910 -2.14635
S -1.84349 -0.51825 2.33174
H -2.94682 1.52889 0.97596
C 1.68205 -1.24693 0.52142
*
```

Properties
SMILES: CC(=O)N(C)/N=C/C=C\C=C\S(=O)(=O)Cl
Energy in a.u.: -1504.961004
HOMO-LUMO gap in eV: 8.4
Energy above the lowest of the compared OMol25 structures with the same formula, charge and spin in eV: 0.0000
LUMO energy in eV: -0.457